17
Properties=species:S:1:pos:R:3 method="wB97M-V/def2-TZVPD" lumo_energy_ev=-3.431 de_lowest_kcal_mol=30.5 e_tot_ev=-7299.6248 max_force_ev_per_a=1.46 total_charge=+1 gap_ha=0.3919 smiles="CC/C([NH3+])=C/N"
N -1.33427 -1.92378 0.66346
N -1.64481 0.60038 -0.08042
C 0.79688 0.92705 -0.72443
C -0.18848 -1.23187 0.19371
C -0.29463 -0.02103 -0.33368
C 2.02809 0.88531 0.18297
H -1.08814 -2.61509 1.36170
H -2.10412 0.84101 -0.95802
H 2.77931 1.52192 -0.26876
H 0.76416 -1.74712 0.13367
H 1.77390 1.29254 1.16349
H -2.19496 -0.12538 0.41659
H -1.51052 1.43759 0.48681
H 0.41384 1.94774 -0.73196
H 1.12951 0.74357 -1.74342
H 2.45103 -0.10195 0.33641
H -1.77677 -2.43091 -0.09813



17
Properties=species:S:1:pos:R:3 method="wB97M-V/def2-TZVPD" lumo_energy_ev=-3.850 de_lowest_kcal_mol=118.3 e_tot_ev=-7295.8180 max_force_ev_per_a=2.49 total_charge=+1 gap_ha=0.3353
N 2.20838 0.05126 0.29514
N -1.64224 -0.29007 -0.66048
C 2.91607 -0.84962 -0.29736
C -2.16682 -0.59578 0.66330
C 0.54275 1.24298 0.47713
C -0.22033 1.26728 -0.57707
H -2.68701 -1.55543 0.70005
H 0.12713 1.02668 -1.56649
H 2.66169 0.46640 1.10874
H -1.33673 -0.62651 1.37010
H 3.90148 -1.13058 0.05196
H -2.85905 0.18540 0.97030
H -1.14535 -1.08937 -1.04035
H 0.57605 1.27078 1.53728
H 2.52856 -1.33535 -1.18373
H -1.01468 2.00552 -0.54692
H -2.38990 -0.04359 -1.30160